Molecular formula: C62H47GeNOPSTc
Method: DFT, ωB97M-V/def2-TZVPD

As for the net charge: -2. The calculated total energy comes out at -147431.526 eV. For the HOMO energy, the calculation gives -0.005 Eh. The value obtained for the HOMO-LUMO gap is 4.43 eV.

CARTESIAN COORDINATES (ANGSTROEM)
Tc -0.612 0.836 -0.398
C -0.170 3.937 2.604
C -1.410 4.002 3.225
C -2.434 3.215 2.752
C -2.252 2.378 1.632
N -1.017 2.281 1.086
C -0.016 3.044 1.572
C -3.420 1.736 0.994
C -4.584 2.520 0.928
C -5.732 2.145 0.261
C -5.728 0.897 -0.392
C -4.629 0.085 -0.354
C -3.419 0.440 0.353
H 0.681 4.515 2.947
H -1.568 4.647 4.083
H -3.394 3.208 3.246
H 0.946 2.891 1.095
H -4.549 3.508 1.371
H -6.582 2.811 0.196
H -6.608 0.574 -0.940
H -4.654 -0.864 -0.871
O -1.233 -0.346 1.167
C -2.368 -0.519 0.431
C -2.492 -1.956 0.017
C -3.288 -2.865 0.703
C -3.193 -4.225 0.426
C -2.278 -4.687 -0.514
C -1.482 -3.784 -1.211
C -1.612 -2.422 -0.966
P -0.818 -1.042 -1.872
C 0.434 -1.952 -2.852
C 0.276 -2.368 -4.172
C 1.291 -3.076 -4.815
C 2.476 -3.356 -4.145
C 2.647 -2.924 -2.834
C 1.632 -2.224 -2.190
C -2.150 -0.758 -3.133
C -2.369 0.528 -3.629
C -3.422 0.780 -4.509
C -4.280 -0.244 -4.886
C -4.073 -1.525 -4.392
C -3.017 -1.776 -3.524
H -3.971 -2.503 1.465
H -3.813 -4.931 0.967
H -2.180 -5.751 -0.701
H -0.772 -4.141 -1.948
H -0.647 -2.152 -4.700
H 1.152 -3.408 -5.838
H 3.267 -3.904 -4.647
H 3.581 -3.113 -2.314
H 1.759 -1.848 -1.175
H -1.731 1.332 -3.279
H -3.580 1.787 -4.878
H -5.115 -0.044 -5.549
H -4.744 -2.331 -4.672
H -2.872 -2.779 -3.141
C 1.368 0.254 0.430
Ge 1.164 -0.346 2.241
C 2.802 -0.421 3.438
C 2.636 -1.118 4.648
C 3.641 -1.188 5.609
C 4.864 -0.558 5.385
C 5.064 0.124 4.193
C 4.046 0.193 3.234
C -0.065 0.339 3.673
C 0.403 1.377 4.490
C -0.384 1.941 5.494
C -1.677 1.484 5.704
C -2.177 0.469 4.895
C -1.384 -0.089 3.892
C 0.893 -2.326 2.126
C 1.807 -3.005 1.313
C 1.712 -4.375 1.082
C 0.685 -5.113 1.668
C -0.220 -4.467 2.502
C -0.109 -3.094 2.733
H 1.689 -1.616 4.846
H 3.469 -1.729 6.535
H 5.649 -0.602 6.132
H 6.015 0.614 4.002
H 4.221 0.732 2.313
H 1.414 1.750 4.345
H 0.014 2.747 6.102
H -2.297 1.926 6.477
H -3.195 0.122 5.027
H -1.811 -0.848 3.249
H 2.611 -2.433 0.854
H 2.426 -4.866 0.429
H 0.595 -6.179 1.479
H -1.026 -5.028 2.965
H -0.820 -2.624 3.404
S 2.697 1.453 0.405
C 3.594 1.302 -1.100
C 3.080 0.713 -2.252
C 3.816 0.704 -3.436
C 5.083 1.272 -3.492
C 5.616 1.845 -2.335
C 4.882 1.859 -1.157
H 2.086 0.293 -2.202
H 3.381 0.253 -4.325
H 5.644 1.285 -4.421
H 6.614 2.274 -2.352
H 5.302 2.302 -0.255
C -0.014 2.013 -1.575
C 0.595 3.041 -2.390
C 1.110 4.212 -1.816
C 1.705 5.188 -2.608
C 1.806 5.021 -3.985
C 1.299 3.862 -4.564
C 0.701 2.888 -3.779
H 1.045 4.341 -0.742
H 2.106 6.080 -2.140
H 2.279 5.779 -4.598
H 1.374 3.712 -5.634
H 0.318 1.978 -4.234

These are the Löwdin partial charges, in e, on atoms 1 to 99: 1.067, -0.085, -0.094, -0.042, -0.195, -0.016, -0.159, -0.120, -0.082, -0.144, -0.132, -0.056, -0.120, 0.102, 0.100, 0.107, 0.015, 0.096, 0.070, 0.086, 0.097, -0.367, -0.426, -0.190, -0.028, -0.098, -0.105, -0.083, -0.277, 1.050, -0.339, -0.086, -0.106, -0.111, -0.078, -0.107, -0.319, -0.081, -0.085, -0.112, -0.098, -0.098, 0.119, 0.091, 0.092, 0.105, 0.092, 0.089, 0.089, 0.104, 0.066, 0.058, 0.097, 0.089, 0.092, 0.098, -0.691, 0.834, -0.247, -0.119, -0.113, -0.136, -0.117, -0.116, -0.235, -0.124, -0.123, -0.133, -0.101, -0.104, -0.243, -0.126, -0.108, -0.132, -0.117, -0.098, 0.096, 0.085, 0.080, 0.085, 0.029, 0.102, 0.091, 0.084, 0.091, 0.078, 0.090, 0.087, 0.084, 0.088, 0.080, 0.757, -0.521, -0.112, -0.100, -0.137, -0.130, -0.136, 0.057